Entry from the OMol25 dataset: a 7-piece molecular cluster, C38H82BF4N4O6 overall (wB97M-V/def2-TZVPD).

Bonds (Å) are listed after each position.
Geometry (Å):
1 C 4.4363 3.3721 5.2121  C2 1.552, H11 1.091, H12 1.092, H13 1.085
2 C 4.4899 3.3867 3.6608  C1 1.552, C3 1.539, H14 1.092, H15 1.093
3 C 4.1760 1.9815 3.1188  C2 1.539, N4 1.490, H16 1.093, H17 1.092
4 N 4.5393 1.6513 1.7115  C3 1.490, C5 1.521, C9 1.542, C10 1.527
5 C 4.0122 0.2644 1.3779  N4 1.521, C6 1.539, H18 1.088, H19 1.092
6 C 4.4454 -0.1419 -0.0420  C5 1.539, C7 1.515, H20 1.092, H21 1.090
7 C 5.9441 -0.0853 -0.2599  C6 1.515, C8 1.558, H22 1.092, H23 1.087
8 C 6.4699 1.3350 0.1059  C7 1.558, C9 1.537, H24 1.089, H25 1.093
9 C 6.0685 1.7347 1.5349  N4 1.542, C8 1.537, H26 1.091, H27 1.084
10 C 3.8369 2.6278 0.7710  N4 1.527, H28 1.091, H29 1.088, H30 1.083
11 H 5.1055 2.6916 5.7402  C1 1.091
12 H 3.4694 2.9295 5.4604  C1 1.092
13 H 4.5577 4.4046 5.5236  C1 1.085
14 H 5.3290 3.8472 3.1360  C2 1.092
15 H 3.6667 4.0334 3.3456  C2 1.093
16 H 3.1000 1.8705 3.2729  C3 1.093
17 H 4.6134 1.2257 3.7742  C3 1.092
18 H 4.2834 -0.3949 2.1995  C5 1.088
19 H 2.9261 0.3616 1.3291  C5 1.092
20 H 4.1431 -1.1696 -0.2528  C6 1.092
21 H 3.8770 0.4419 -0.7666  C6 1.090
22 H 6.3805 -0.7868 0.4548  C7 1.092
23 H 6.1429 -0.3773 -1.2884  C7 1.087
24 H 7.5431 1.4567 -0.0312  C8 1.089
25 H 6.0075 2.0296 -0.6002  C8 1.093
26 H 6.5405 0.9653 2.1479  C9 1.091
27 H 6.4000 2.7166 1.8541  C9 1.084
28 H 4.4567 3.5156 0.9053  C10 1.091
29 H 2.8001 2.7541 1.0764  C10 1.088
30 H 3.9602 2.4047 -0.2818  C10 1.083
31 C -5.0189 2.0723 6.1348  C32 1.519, H41 1.088, H42 1.096, H43 1.093
32 C -3.8059 1.9974 5.2233  C31 1.519, C33 1.509, H44 1.088, H45 1.092
33 C -4.1917 1.2193 3.9890  C32 1.509, N34 1.550, H46 1.090, H47 1.088
34 N -3.1131 1.0594 2.8880  C33 1.550, C35 1.539, C39 1.519, C40 1.505
35 C -1.8792 0.4635 3.5879  N34 1.539, C36 1.494, H48 1.087, H49 1.093
36 C -2.0538 -0.9520 4.0331  C35 1.494, C37 1.547, H50 1.092, H51 1.088
37 C -2.5878 -1.8381 2.8831  C36 1.547, C38 1.505, H52 1.092, H53 1.094
38 C -3.8360 -1.3103 2.2295  C37 1.505, C39 1.551, H54 1.093, H55 1.096
39 C -3.6775 0.1699 1.7936  N34 1.519, C38 1.551, H56 1.091, H57 1.089
40 C -2.7584 2.4047 2.3144  N34 1.505, H58 1.089, H59 1.084, H60 1.087
41 H -4.9428 2.6703 7.0411  C31 1.088
42 H -5.2905 1.0755 6.5007  C31 1.096
43 H -5.9492 2.3702 5.6434  C31 1.093
44 H -3.0023 1.5544 5.8085  C32 1.088
45 H -3.5230 3.0115 4.9332  C32 1.092
46 H -5.0306 1.6601 3.4502  C33 1.090
47 H -4.4518 0.1977 4.2590  C33 1.088
48 H -1.6054 1.0997 4.4263  C35 1.087
49 H -1.1347 0.6460 2.8090  C35 1.093
50 H -2.8018 -0.9807 4.8288  C36 1.092
51 H -1.1210 -1.3510 4.4246  C36 1.088
52 H -2.7127 -2.8798 3.1877  C37 1.092
53 H -1.8390 -2.0167 2.1052  C37 1.094
54 H -4.7922 -1.3910 2.7535  C38 1.093
55 H -4.1293 -1.7552 1.2722  C38 1.096
56 H -4.6756 0.5747 1.6201  C39 1.091
57 H -3.0364 0.3183 0.9266  C39 1.089
58 H -2.1254 2.1323 1.4714  C40 1.089
59 H -2.2129 2.8378 3.1455  C40 1.084
60 H -3.6820 2.8182 1.9176  C40 1.087
61 C 2.1227 -4.0403 -3.5298  C62 1.541, H71 1.093, H72 1.094, H73 1.085
62 C 0.9705 -3.1637 -3.0023  C61 1.541, C63 1.539, H74 1.088, H75 1.096
63 C -0.3714 -3.8160 -3.3812  C62 1.539, N64 1.497, H76 1.083, H77 1.094
64 N -1.5903 -3.4104 -2.6127  C63 1.497, C65 1.524, C69 1.579, C70 1.503
65 C -2.7939 -4.1152 -3.2265  N64 1.524, C66 1.507, H78 1.088, H79 1.094
66 C -2.8323 -5.6164 -3.1038  C65 1.507, C67 1.517, H80 1.097, H81 1.088
67 C -2.6741 -6.0871 -1.6702  C66 1.517, C68 1.510, H82 1.088, H83 1.100
68 C -1.5020 -5.4052 -1.0070  C67 1.510, C69 1.541, H84 1.094, H85 1.093
69 C -1.4424 -3.8690 -1.1090  N64 1.579, C68 1.541, H86 1.084, H87 1.089
70 C -1.8257 -1.9279 -2.6835  N64 1.503, H88 1.096, H89 1.085, H90 1.088
71 H 2.1387 -3.9903 -4.6217  C61 1.093
72 H 1.8338 -5.0834 -3.3728  C61 1.094
73 H 3.0271 -3.8879 -2.9509  C61 1.085
74 H 1.0625 -2.0957 -3.1908  C62 1.088
75 H 1.2238 -3.2853 -1.9429  C62 1.096
76 H -0.2932 -4.8958 -3.3970  C63 1.083
77 H -0.5665 -3.4729 -4.4018  C63 1.094
78 H -2.9597 -3.7364 -4.2331  C65 1.088
79 H -3.6159 -3.7757 -2.5888  C65 1.094
80 H -1.9394 -6.1254 -3.4861  C66 1.097
81 H -3.7031 -6.0536 -3.5884  C66 1.088
82 H -2.6670 -7.1746 -1.6622  C67 1.088
83 H -3.5472 -5.7814 -1.0749  C67 1.100
84 H -0.6110 -5.9028 -1.4016  C68 1.094
85 H -1.6114 -5.6590 0.0508  C68 1.093
86 H -0.5095 -3.4189 -0.7893  C69 1.084
87 H -2.3469 -3.4683 -0.6537  C69 1.089
88 H -1.9561 -1.6817 -3.7432  C70 1.096
89 H -0.9881 -1.3301 -2.3406  C70 1.085
90 H -2.7839 -1.6037 -2.2839  C70 1.088
91 C -2.8492 3.1673 -1.2608  C92 1.524, H101 1.090, H102 1.090, H103 1.095
92 C -1.6226 3.2995 -2.1561  C91 1.524, C93 1.514, H104 1.095, H105 1.091
93 C -1.0370 1.9435 -2.4877  C92 1.514, N94 1.535, H106 1.091, H107 1.090
94 N 0.3131 1.9711 -3.2175  C93 1.535, C95 1.511, C99 1.509, C100 1.525
95 C 0.2511 2.8917 -4.4139  N94 1.511, C96 1.532, H108 1.086, H109 1.091
96 C -0.6593 2.2397 -5.4599  C95 1.532, C97 1.511, H110 1.090, H111 1.092
97 C -0.1361 0.8815 -5.8670  C96 1.511, C98 1.489, H112 1.098, H113 1.094
98 C 0.0002 -0.0889 -4.7463  C97 1.489, C99 1.510, H114 1.099, H115 1.090
99 C 0.6884 0.5518 -3.5645  N94 1.509, C98 1.510, H116 1.092, H117 1.093
100 C 1.3626 2.3966 -2.1959  N94 1.525, H118 1.086, H119 1.089, H120 1.090
101 H -3.2617 4.1170 -0.9191  C91 1.090
102 H -2.6578 2.5944 -0.3539  C91 1.090
103 H -3.6852 2.7162 -1.8050  C91 1.095
104 H -0.9378 3.9367 -1.5877  C92 1.095
105 H -1.9391 3.8833 -3.0221  C92 1.091
106 H -1.7342 1.4798 -3.1873  C93 1.091
107 H -0.9144 1.2676 -1.6413  C93 1.090
108 H -0.1127 3.8876 -4.1774  C95 1.086
109 H 1.2133 2.9955 -4.9173  C95 1.091
110 H -1.7071 2.2704 -5.1603  C96 1.090
111 H -0.5807 2.8718 -6.3468  C96 1.092
112 H -0.9414 0.5734 -6.5467  C97 1.098
113 H 0.6632 1.0122 -6.6017  C97 1.094
114 H -1.0383 -0.3438 -4.4938  C98 1.099
115 H 0.3852 -1.0694 -5.0246  C98 1.090
116 H 0.5684 -0.0603 -2.6679  C99 1.092
117 H 1.7605 0.4815 -3.7670  C99 1.093
118 H 1.4537 1.8208 -1.2795  C100 1.086
119 H 1.0738 3.4282 -2.0026  C100 1.089
120 H 2.2909 2.4085 -2.7668  C100 1.090
121 B 0.1678 -0.0319 -0.3042  F122 1.405, F123 1.387, F124 1.408, F125 1.452
122 F 1.0408 0.0231 -1.4037  B121 1.405
123 F 0.1695 -1.3212 0.2081  B121 1.387
124 F 0.6457 0.9292 0.6067  B121 1.408
125 F -1.1546 0.4816 -0.6129  B121 1.452
126 O 0.3844 2.9983 2.6250  C127 1.406, H130 0.985
127 C 0.1923 4.1362 1.8223  O126 1.406, O128 1.230, O129 1.265
128 O -0.3290 5.1066 2.3686  C127 1.230
129 O 0.5262 3.9923 0.6106  C127 1.265
130 H 0.7016 2.5434 1.8112  O126 0.985
131 O 1.1285 -4.0757 1.9664  C132 1.375, H135 0.979
132 C 0.2365 -5.0435 2.3635  O131 1.375, O133 1.247, O134 1.269
133 O 0.6477 -6.1716 2.7013  C132 1.247
134 O -0.9930 -4.7362 2.2980  C132 1.269
135 H 0.4371 -3.4067 1.7851  O131 0.979

Its HOMO energy is -0.308 Ha. The frontier orbital gap is 6.303 eV. For the LUMO energy, the calculation gives -2.079 eV. The charge is +1. The energy relative to the best compared isomer or geometry (same formula, charge and spin) comes out at 136.44 kcal/mol. The energy comes out at -70523.5411 eV.